Entry 1:
This record from the Open Molecules 2025 dataset describes a single CH4S2 molecule at a distorted geometry. The level of theory is the ωB97M-V functional and the def2-TZVPD basis.

## Properties
Relative energy (zero: lowest compared OMol25 entry of this formula, charge and spin): 149.1 kJ/mol
HOMO energy: -0.3008 hartree
Gap between HOMO and LUMO: 8.572 eV

Each atom is followed by the atoms it is bonded to, with distances in Å.
Element x y z (Å)
1 C 0.85 0.34 0.33  S2 1.992, H4 1.055, H5 1.101, H6 1.081
2 S -0.86 -0.69 0.26  C1 1.992, S3 2.002, H7 1.422
3 S -2.39 0.41 -0.40  S2 2.002
4 H 0.89 0.69 -0.66  C1 1.055
5 H 1.64 -0.42 0.38  C1 1.101
6 H 0.51 1.08 1.04  C1 1.081
7 H -0.65 -1.40 -0.95  S2 1.422

=====

Entry 2:
This record from the Open Molecules 2025 dataset describes a single CH4SSi molecule at a distorted geometry. The level of theory is the ωB97M-V functional and the def2-TZVPD basis.

## Properties
Structure (SMILES): [SiH3]C=S
Relative energy (zero: lowest compared OMol25 entry of this formula, charge and spin): 115.4 kJ/mol
HOMO energy: -0.3131 hartree
Gap between HOMO and LUMO: 7.982 eV

Each atom is followed by the atoms it is bonded to, with distances in Å.
Element x y z (Å)
1 C 1.02 -0.27 -0.24  Si2 1.941, S3 1.624, H4 1.119
2 Si -0.83 0.12 0.20  C1 1.941, H5 1.429, H6 1.390, H7 1.388
3 S 2.26 0.64 0.27  C1 1.624
4 H 1.14 -1.27 -0.74  C1 1.119
5 H -0.82 1.36 0.90  Si2 1.429
6 H -1.45 -1.03 0.68  Si2 1.390
7 H -1.32 0.46 -1.06  Si2 1.388